No. 1
A molecular structure, C3H4N3O3S2 at a distorted geometry, computed with the ωB97M-V functional and the def2-TZVPD basis.

Output
**F_max**: 1.07 eV Å⁻¹
**E_LUMO (spin up / spin down)**: 3.18 / 3.18 eV
**Charge**: -1
**Orbital gap (spin up / spin down)**: 6.44 / 6.41 eV

CARTESIAN COORDINATES (ANGSTROEM)
C  2.06065  0.17617  0.93434
C  4.29802  1.19100  0.93925
C  1.59016  -1.06164  0.79404
N  3.44298  0.37050  0.85284
N  -1.34518  0.88946  -0.85896
N  -3.54628  1.34030  -2.10539
O  1.37806  1.29010  1.16635
O  -1.04148  0.65692  1.59876
O  5.27659  1.82153  0.98664
S  -2.11285  0.93644  0.54812
S  -1.98021  1.10785  -2.27821
H  0.53583  -1.25047  0.85979
H  2.24872  -1.88618  0.60303
H  0.37251  1.05852  1.29160
H  -3.94485  1.56370  -3.00831

Atomic forces in eV per Å
-0.24 -0.06 0.09
-0.07 -0.57 -0.09
-0.23 -0.14 -0.02
-0.22 -0.12 -0.08
-0.10 0.07 -0.81
0.36 -0.06 0.40
-0.16 -0.09 0.06
0.07 0.01 0.24
0.63 0.86 0.10
-0.21 0.02 -0.35
-0.30 -0.03 0.76
-0.24 0.07 0.01
0.28 -0.07 -0.02
0.36 0.10 0.02
0.07 0.01 -0.32

---

No. 2
A molecular structure, C22H37ClMnN3O5 at a distorted geometry, computed with the ωB97M-V functional and the def2-TZVPD basis.

Output
**Spin multiplicity**: 6
**F_max**: 7.99 eV Å⁻¹
**E_LUMO (spin up / spin down)**: 2.52 / 2.51 eV
**Charge**: -1
**Orbital gap (spin up / spin down)**: 3.55 / 4.94 eV
**<S²>**: 8.774

CARTESIAN COORDINATES (ANGSTROEM)
O  0.51211  -0.15525  -1.13600
C  -0.30199  0.00325  -2.26270
C  -0.05099  1.32775  -2.94530
C  0.61221  2.35975  -2.29020
H  0.98061  2.17585  -1.29210
C  0.80851  3.58685  -2.90720
H  1.31591  4.38345  -2.37620
C  0.35481  3.79715  -4.20250
H  0.50561  4.75365  -4.68690
C  -0.28929  2.76615  -4.87480
H  -0.63879  2.91605  -5.88840
C  -0.49039  1.54495  -4.24780
H  -0.99719  0.74425  -4.77260
H  -0.08529  -0.78135  -2.99620
C  -2.07389  -1.62675  -1.55760
C  -1.74509  -0.19225  -1.81650
H  -3.12929  -1.85765  -1.67570
H  -1.76229  -1.91185  -0.55430
H  -1.51599  -2.26915  -2.24340
C  -2.57689  0.83795  -1.64780
C  -3.99069  0.80355  -1.17480
H  -2.20849  1.82725  -1.89720
H  -4.69739  1.19045  -1.90370
H  -4.10969  1.38965  -0.26010
H  -4.29709  -0.21515  -0.92280
Mn  0.04741  -0.25375  0.67790
Cl  -2.25019  -0.05495  0.45240
C  -1.03349  -0.01595  3.38590
O  -0.16649  -0.61955  2.73320
N  -1.18349  -0.14655  4.70670
C  -0.65349  -1.29155  5.41820
C  -1.86919  0.86485  5.48120
H  -1.73119  0.66695  2.90390
H  -0.09059  -1.90365  4.72410
H  -1.46459  -1.88055  5.84730
H  0.00181  -0.96325  6.22500
H  -2.06549  1.73285  4.85990
H  -1.26039  1.17525  6.33100
H  -2.81849  0.48255  5.85790
H  4.86131  1.62515  -1.36150
H  4.74591  1.96625  1.34000
C  3.78731  1.51345  -1.22040
C  3.69241  1.70725  1.23590
N  3.51151  0.88415  0.05300
H  3.38781  0.91035  -2.03110
C  2.90671  -0.29375  0.11640
O  2.10701  -0.65155  0.99870
H  3.34221  1.17065  2.10840
H  3.19261  -0.98095  -0.69100
H  3.32111  2.49845  -1.25040
H  3.10261  2.61425  1.13170
H  -0.04799  -5.63835  1.21930
H  2.14841  -5.80345  -0.40150
C  -0.41589  -5.10265  0.34360
C  1.63581  -5.08495  -1.04050
N  0.65311  -4.34835  -0.27510
H  -1.21119  -4.42995  0.64620
C  0.67681  -3.01685  -0.20920
O  -0.08929  -2.35075  0.50770
H  2.35631  -4.38785  -1.45080
H  1.40981  -2.53115  -0.85130
H  -0.83119  -5.81975  -0.36290
H  1.15201  -5.62735  -1.85420
C  -0.84489  2.82155  0.81880
C  0.22871  1.82435  1.10560
O  0.96441  2.08595  2.04020
H  -1.25089  2.68405  -0.18770
H  -0.42879  3.84935  0.87950
H  -1.65529  2.72135  1.57060

Atomic forces in eV per Å
0.90 -0.32 -3.32
0.16 0.22 1.21
0.01 0.18 -0.15
0.04 -0.09 -0.07
-0.10 -0.10 0.18
-0.05 0.01 -0.17
0.01 0.03 0.03
0.04 0.04 0.04
0.00 0.04 -0.02
-0.02 -0.07 0.02
-0.02 0.02 -0.06
0.09 0.13 -0.06
-0.07 -0.04 0.00
0.07 -0.23 -0.37
0.22 -0.93 -0.52
-0.21 0.49 -3.52
-0.20 0.06 0.04
-0.30 -0.25 -0.70
0.02 -0.08 -0.42
-0.13 0.33 -2.97
-0.77 -0.15 -0.14
0.06 0.03 -0.03
-0.08 0.24 -0.48
0.00 0.04 -0.20
-0.07 0.21 -0.12
-0.30 0.90 1.03
-0.91 -0.22 7.94
1.52 -0.41 -1.21
-1.29 -0.10 2.03
-0.12 -0.21 0.81
0.15 0.36 -0.07
-0.29 -0.34 -0.20
0.07 0.29 -0.13
0.07 -0.02 -0.10
-0.12 -0.03 0.06
0.11 -0.03 0.08
0.01 0.06 -0.08
0.11 0.01 -0.02
-0.14 0.01 0.15
0.23 0.17 -0.08
0.22 -0.02 -0.07
0.44 -0.39 0.07
-0.34 0.14 -0.26
0.49 0.84 0.25
-0.14 0.01 -0.02
-1.42 -1.00 0.63
2.34 -0.19 -0.28
-0.13 0.00 0.03
-0.31 0.10 -0.31
-0.07 -0.05 -0.04
-0.05 0.09 0.24
-0.03 -0.09 0.08
0.11 -0.05 0.03
0.05 0.03 0.16
-0.38 0.11 0.12
-0.14 -0.64 -0.30
0.07 0.17 0.07
-1.11 1.50 1.25
1.11 -2.58 -0.73
0.15 0.05 -0.09
0.20 0.19 -0.05
0.08 -0.10 -0.13
0.03 -0.06 -0.10
-0.60 1.46 -0.37
-0.39 -0.51 -0.36
1.18 1.03 1.71
-0.21 -0.02 0.27
-0.12 -0.23 0.15
0.28 0.01 -0.40

---

No. 3
A molecular structure, C6H11N2 at a distorted geometry, computed with the ωB97M-V functional and the def2-TZVPD basis.

Output
**F_max**: 3.95 eV Å⁻¹
**E_LUMO**: -4.25 eV
**Charge**: +1
**Orbital gap**: 10.24 eV

CARTESIAN COORDINATES (ANGSTROEM)
C  0.13839  0.49092  -1.18170
C  -0.41419  -1.67070  -0.37521
C  -0.00798  0.77840  0.27126
C  0.45650  -0.75885  0.35963
C  -1.38773  1.11478  0.78328
C  1.51062  -1.05586  1.30596
N  0.46623  -0.81870  -1.14544
N  -0.05770  1.30366  -2.16434
H  -0.20845  -2.70667  -0.23725
H  -1.42733  -1.33842  -0.59961
H  0.79540  1.28397  0.79418
H  -1.42619  1.30985  1.90327
H  -1.88548  0.14134  0.76978
H  -1.92889  1.95043  0.14008
H  2.47591  -0.67875  0.92793
H  1.54775  -2.16556  1.43881
H  1.28571  -0.47914  2.21854
H  -0.03132  2.28404  -2.09634
H  0.09877  1.01528  -3.11283

Atomic forces in eV per Å
-0.67 0.97 1.13
-1.93 1.44 1.10
0.66 -1.82 0.92
-2.42 2.15 0.69
-1.29 0.74 0.33
1.28 -1.19 0.13
2.82 -0.06 -2.77
0.70 -1.42 -1.31
0.30 -0.61 -0.74
-0.15 -0.90 0.59
0.21 0.79 -0.59
0.40 0.44 -1.53
-0.86 0.50 -0.53
0.99 -1.85 1.61
-0.20 -0.29 0.22
0.37 1.02 0.44
0.11 -0.71 -0.08
-0.27 1.36 0.84
-0.06 -0.57 -0.45

---

No. 4
A molecular structure, C3H5O2P at a distorted geometry, computed with the ωB97M-V functional and the def2-TZVPD basis.

Output
**F_max**: 3.94 eV Å⁻¹
**E_LUMO**: 0.57 eV
**Orbital gap**: 9.82 eV

CARTESIAN COORDINATES (ANGSTROEM)
C  -0.58106  1.97583  0.20189
C  -1.05764  0.59551  -0.11994
C  0.58000  -0.43444  -0.21319
O  -1.27509  2.94165  0.55518
O  0.77097  2.14899  0.28137
P  1.84494  0.93863  0.03718
H  -1.82343  0.24387  0.61021
H  -1.43801  0.31332  -1.12144
H  0.58986  -1.20057  0.62870
H  0.57302  -1.00782  -1.20415
H  2.33222  0.55900  1.38245

Atomic forces in eV per Å
-1.50 2.99 1.75
2.45 -3.02 -0.59
-2.71 0.24 0.84
1.35 -2.85 -1.38
-0.63 0.15 0.09
0.83 -1.56 -0.51
0.99 0.23 -0.31
0.17 1.09 0.48
-0.11 1.07 -1.09
0.11 1.22 1.37
-0.95 0.45 -0.65

---

No. 5
A molecular structure, C9H20N3O2S at a distorted geometry, computed with the ωB97M-V functional and the def2-TZVPD basis.

Output
**F_max**: 5.94 eV Å⁻¹
**E_LUMO**: -3.29 eV
**Charge**: +1
**Orbital gap**: 7.35 eV

CARTESIAN COORDINATES (ANGSTROEM)
C  4.40425  -1.11929  -1.28721
C  -0.54916  4.17468  0.61304
C  0.18840  1.82750  0.79508
C  -2.07975  -3.54578  -0.77505
C  1.70030  3.65486  0.80602
C  -2.08396  3.19779  -0.95066
C  -0.76031  -4.05669  -0.09077
C  0.48904  -3.14120  -0.41541
C  0.10902  -1.68032  -0.30764
N  0.39447  3.12727  0.72102
N  -1.62260  4.13477  -0.16956
N  -0.28210  -1.37306  1.14022
O  5.02823  -1.57046  -2.14991
O  3.80170  -0.59395  -0.43983
S  -1.25067  1.12513  1.36952
H  -0.23656  5.18533  0.85985
H  1.08120  1.21464  0.74442
H  -2.12638  -3.62008  -1.87719
H  -2.35407  -2.62726  -0.34008
H  -2.86701  -4.21603  -0.48421
H  1.99403  4.26543  -0.06482
H  1.75299  4.19602  1.76092
H  2.44737  2.90204  0.98975
H  -1.57885  2.33505  -1.20299
H  -3.16691  3.26244  -1.12357
H  -1.14723  -1.94841  1.22324
H  -0.95622  -4.13874  0.90553
H  -0.54274  -4.98908  -0.62353
H  1.15826  -3.52417  0.38129
H  0.91754  -3.22917  -1.51177
H  0.98023  -1.00849  -0.41501
H  -0.65470  -1.39609  -0.96595
H  -1.98395  5.08781  -0.14207
H  0.51182  -1.70736  1.65726
H  -0.71567  -0.20515  1.37008

Atomic forces in eV per Å
0.31 0.51 -0.19
1.09 -0.36 0.53
-0.57 -0.13 1.31
0.79 -1.88 0.07
2.23 0.84 0.65
-3.06 1.36 0.21
0.05 1.06 -5.84
-0.66 -0.71 -0.99
2.56 0.76 2.61
-1.67 0.47 -1.07
0.85 0.12 0.34
-0.99 -2.17 -2.09
-0.26 -0.16 0.27
-0.10 -0.34 -0.07
-1.17 3.74 -0.53
0.32 -0.54 0.23
0.07 0.07 -0.16
0.52 0.69 0.52
-0.54 1.54 -0.14
-0.47 -0.47 0.34
-0.28 -0.18 0.53
-0.03 0.53 -0.48
0.15 -0.68 -0.38
1.12 -1.47 0.03
0.74 0.13 -0.65
1.06 0.25 0.99
-0.07 -0.59 2.79
-0.01 -0.27 0.95
0.63 0.89 -0.83
-0.79 -0.54 2.28
-0.26 -0.42 -0.65
-1.10 0.40 -0.84
-1.13 -0.63 -0.27
-0.16 -0.44 0.85
0.84 -1.37 -0.31

---

No. 6
A gas-phase ion, C4H12N3 (charge +1) at a distorted geometry, computed with the ωB97M-V functional and the def2-TZVPD basis.

Output
**F_max**: 2.51 eV Å⁻¹
**SMILES string**: N/C=C(\[NH3+])CCN
**E_LUMO**: -3.13 eV
**Charge**: +1
**Orbital gap**: 9.55 eV

CARTESIAN COORDINATES (ANGSTROEM)
C  1.24238  1.36734  -0.70643
C  -0.29322  1.21065  -0.64400
C  -0.67670  -0.16027  -0.11023
C  -1.74453  -0.44088  0.65505
N  -2.07527  -1.58615  1.32447
N  0.33694  -1.20244  -0.36053
N  1.97381  0.62357  0.33896
H  1.52011  1.16899  -1.73865
H  1.48301  2.41926  -0.56947
H  -0.54922  1.05038  -1.70256
H  -0.83574  2.00895  -0.15263
H  -2.40256  0.41003  0.81318
H  -2.98057  -1.98064  1.09694
H  -1.43698  -2.35044  1.45750
H  0.07428  -2.05182  0.12351
H  0.51285  -1.39974  -1.34742
H  1.60661  0.95859  1.21419
H  2.97738  0.71593  0.29659
H  1.26743  -0.76132  0.01152

Atomic forces in eV per Å
0.07 1.64 0.27
0.41 -2.30 -0.93
-0.33 0.07 1.13
0.89 1.01 -0.68
-0.70 -0.97 0.06
-0.06 0.08 -0.13
-0.60 -0.61 -0.62
0.67 -0.62 0.26
-0.13 0.25 -0.22
-0.46 1.18 0.12
-0.03 0.01 -0.12
-0.18 -0.23 0.02
-0.13 0.35 0.28
0.43 0.11 -0.10
0.16 -0.30 -0.14
-0.40 -0.11 -0.05
0.38 0.05 0.52
0.07 0.28 0.03
-0.04 0.09 0.31

---

No. 7
2 unconnected molecules or ions with the total composition C4H11IN3 at a distorted geometry, computed with the ωB97M-V functional and the def2-TZVPD basis.

Output
**F_max**: 5.89 eV Å⁻¹
**E_LUMO**: -3.13 eV
**Charge**: +1
**Orbital gap**: 9.21 eV

CARTESIAN COORDINATES (ANGSTROEM)
C  -0.14095  0.12689  2.47141
C  0.61462  1.24575  -1.13206
C  -1.27174  0.13715  1.82866
C  -0.42065  -2.13823  -0.79831
N  0.69507  0.03774  -0.79783
N  1.59840  2.09760  -1.28436
N  -0.37976  -0.78579  -0.51776
I  -2.36147  1.72320  1.11920
H  0.27915  -0.81111  2.78283
H  0.44266  1.01570  2.76143
H  -0.34541  1.60988  -1.31558
H  -1.80336  -0.73930  1.73723
H  0.32109  -2.66490  -0.24725
H  -1.46673  -2.45120  -0.47178
H  -0.18394  -2.44845  -1.84963
H  1.63782  -0.44084  -0.60358
H  1.35825  3.04803  -1.61951
H  2.57869  1.75451  -1.05143
H  -1.15172  -0.31662  -1.01167

Atomic forces in eV per Å
1.45 1.26 0.83
0.02 1.65 -0.54
-0.02 0.98 0.65
-0.34 -2.66 -1.50
3.73 -4.46 0.89
2.00 0.07 0.25
-2.40 3.59 -0.53
-0.04 0.56 -0.14
0.02 -0.37 0.18
-0.41 -0.37 -0.36
-1.58 0.59 -0.27
-1.06 -1.80 -0.48
0.42 -0.58 1.01
1.53 0.05 -0.59
-0.69 0.36 0.41
-1.78 1.17 -0.30
0.81 -1.07 0.49
-1.72 1.37 -0.67
0.06 -0.36 0.66